[1]
Formula: C5H6F3N3
Source: the OMol25 dataset
Level of theory: ωB97M-V/def2-TZVPD

## Properties
**HOMO level**: -8.2055 eV
**Multiplicity**: 1
**ΔE to the lowest compared entry with this formula, charge and spin**: 183.0 kcal per mole

Each atom is followed by the atoms it is bonded to, with distances in Å.
Atoms and positions in Å:
1 F -1.54904 -1.27267 -3.36858  C8 1.309
2 F 0.46121 -1.97535 -3.67985  C8 1.361
3 F 0.14434 0.13724 -3.23894  C8 1.387
4 N 0.95598 -2.80928 0.06924  C7 1.167
5 N -0.55171 0.60921 0.46016  N6 1.440, C10 1.452, C11 1.369
6 N -1.71207 -0.23619 0.35199  N5 1.440, C11 1.386, H13 0.984
7 C 0.30933 -1.84245 -0.03106  N4 1.167, C11 1.376
8 C -0.31809 -1.13616 -2.94378  F1 1.309, F2 1.361, F3 1.387
9 C 1.32241 1.29909 1.68027  C10 1.521, H12 1.165, H14 1.179, H15 1.102
10 C -0.17591 1.05831 1.78925  N5 1.452, C9 1.521, H16 1.115, H17 1.067
11 C -0.43931 -0.69052 0.04534  N5 1.369, N6 1.386, C7 1.376
12 H 1.64983 1.72360 2.71431  C9 1.165
13 H -2.34506 0.17577 -0.27846  N6 0.984
14 H 1.49501 2.10094 0.83345  C9 1.179
15 H 1.91750 0.49354 1.21936  C9 1.102
16 H -0.50762 0.35437 2.58844  C10 1.115
17 H -0.65680 2.01054 1.78888  C10 1.067


[2]
Formula: C18H36Br16FNO2P
Source: the OMol25 dataset
Level of theory: ωB97M-V/def2-TZVPD

## Properties
**HOMO level**: -11.2399 eV
**Multiplicity**: 1
**Net charge**: +1

Each atom is followed by the atoms it is bonded to, with distances in Å.
Atoms and positions in Å:
1 Br -4.29439 -5.95211 1.41618  C38 1.944
2 Br 5.55128 7.25570 -3.74787  C32 1.945
3 Br 1.06989 -2.34762 2.27047  O20 2.102, N21 2.281, C22 1.977, C27 2.441
4 Br 5.05133 1.78162 -0.50723  C24 1.947
5 Br -3.17454 2.01482 0.34234  Br14 2.751, P17 2.561, C37 1.967
6 Br -5.71887 3.28354 -1.99043  C39 1.945
7 Br -1.48133 -1.95791 -5.36752  C29 1.945
8 Br 3.01623 -3.23228 -2.37399  C33 1.948
9 Br 5.53394 3.62004 -4.36241  C34 1.946
10 Br -1.90899 -3.16596 0.91150  N21 2.328, C26 1.967, C36 2.337
11 Br 5.57023 -1.70206 0.57911  C23 1.947
12 Br 3.77765 0.01536 -3.93741  C31 1.942
13 Br 2.44000 -4.50819 4.98538  C25 1.945
14 Br -3.67446 3.43876 2.64201  Br5 2.751, C35 1.959
15 Br -2.34192 6.51062 4.18335  C28 1.945
16 Br -0.96508 -5.44409 -4.28584  C30 1.945
17 P -3.53899 -0.36366 1.21940  Br5 2.561, C36 1.916, H42 1.417, H45 1.399, H51 1.412
18 F 0.02387 1.07628 1.07410  C27 1.338
19 O -1.73716 -0.88550 -0.68866  C36 1.185
20 O 1.50059 -0.36530 1.72148  Br3 2.102, C27 1.208
21 N -0.73848 -1.22673 1.44768  Br3 2.281, Br10 2.328, C27 1.511, C36 1.502, H74 1.018
22 C 1.93373 -4.12454 2.19268  Br3 1.977, C25 1.511, H44 1.086, H48 1.091
23 C 5.96472 -0.03710 1.50816  Br11 1.947, C24 1.505, H53 1.086, H75 1.089
24 C 4.89474 0.99346 1.26667  Br4 1.947, C23 1.505, H66 1.086, H70 1.089
25 C 1.53310 -5.01950 3.34258  Br13 1.945, C22 1.511, H41 1.087, H65 1.090
26 C -1.74806 -5.07450 0.46198  Br10 1.967, C38 1.505, H54 1.089, H62 1.087
27 C 0.33975 -0.16825 1.44957  Br3 2.441, F18 1.338, O20 1.208, N21 1.511
28 C -4.17590 5.87026 4.08538  Br15 1.945, C35 1.506, H49 1.088, H60 1.087
29 C -1.63338 -2.74761 -3.59686  Br7 1.945, C30 1.506, H55 1.089, H58 1.087
30 C -0.56273 -3.78064 -3.36193  Br16 1.945, C29 1.506, H56 1.090, H68 1.087
31 C 2.13779 -0.60282 -3.09986  Br12 1.942, C33 1.508, H57 1.088, H61 1.090
32 C 4.11486 5.96260 -3.52774  Br2 1.945, C34 1.506, H46 1.086, H71 1.089
33 C 2.42814 -1.44159 -1.88091  Br8 1.948, C31 1.508, H52 1.092, H73 1.088
34 C 4.62903 4.65493 -2.98563  Br9 1.946, C32 1.506, H64 1.090, H72 1.086
35 C -4.24387 4.37644 4.26518  Br14 1.959, C28 1.506, H50 1.086, H63 1.089
36 C -1.83984 -0.86792 0.49216  Br10 2.337, P17 1.916, O19 1.185, N21 1.502
37 C -3.27722 3.74707 -0.58451  Br5 1.967, C39 1.502, H43 1.086, H67 1.089
38 C -3.04661 -5.64490 -0.04280  Br1 1.944, C26 1.505, H40 1.086, H47 1.089
39 C -4.69530 4.24027 -0.64174  Br6 1.945, C37 1.502, H59 1.089, H69 1.085
40 H -3.54766 -5.00042 -0.75902  C38 1.086
41 H 0.46653 -4.99502 3.54974  C25 1.087
42 H -4.06999 -1.48986 1.89510  P17 1.417
43 H -2.83203 3.60765 -1.56560  C37 1.086
44 H 3.00318 -3.93952 2.14915  C22 1.086
45 H -4.35487 0.01382 0.14687  P17 1.399
46 H 3.62911 5.86116 -4.49388  C32 1.086
47 H -2.88309 -6.62326 -0.49240  C38 1.089
48 H 1.60116 -4.55506 1.24697  C22 1.091
49 H -4.69905 6.37584 4.89473  C28 1.088
50 H -3.61806 4.01465 5.07596  C35 1.086
51 H -3.49218 0.72010 2.12299  P17 1.412
52 H 1.51961 -1.59246 -1.29484  C33 1.092
53 H 6.94958 0.28115 1.17921  C23 1.086
54 H -0.98518 -5.11385 -0.31453  C26 1.089
55 H -1.51754 -1.91540 -2.90470  C29 1.089
56 H -0.51279 -4.04716 -2.30631  C30 1.090
57 H 1.57246 -1.13394 -3.86212  C31 1.088
58 H -2.64024 -3.14832 -3.51300  C29 1.087
59 H -4.71731 5.28468 -0.94849  C39 1.089
60 H -4.57847 6.20566 3.13357  C28 1.087
61 H 1.60056 0.30281 -2.81995  C31 1.090
62 H -1.37936 -5.57114 1.35565  C26 1.087
63 H -5.27138 4.05736 4.43350  C35 1.089
64 H 3.80220 4.02639 -2.65638  C34 1.090
65 H 1.83954 -6.04917 3.15750  C25 1.090
66 H 3.88921 0.59166 1.34578  C24 1.086
67 H -2.65278 4.42024 0.00126  C37 1.089
68 H 0.42073 -3.46052 -3.69752  C30 1.087
69 H -5.22736 4.12990 0.29741  C39 1.085
70 H 5.00490 1.82646 1.95924  C24 1.089
71 H 3.42394 6.42192 -2.82246  C32 1.089
72 H 5.33325 4.77836 -2.16799  C34 1.086
73 H 3.20104 -1.01978 -1.24216  C33 1.088
74 H -1.09943 -1.43822 2.37620  N21 1.018
75 H 6.00584 -0.30130 2.56343  C23 1.089


[3]
Formula: C7H11B
Source: the OMol25 dataset
Level of theory: ωB97M-V/def2-TZVPD

## Properties
**SMILES**: CC1=C(C)[C@@H]2CB2C1
**HOMO level**: -8.0018 eV
**Multiplicity**: 1
**ΔE to the lowest compared entry with this formula, charge and spin**: 28.9 kcal per mole

Each atom is followed by the atoms it is bonded to, with distances in Å.
Atoms and positions in Å:
1 C -2.66143 -0.22509 -0.49794  C6 1.595, B8 1.541, H13 1.159, H15 1.049
2 C 0.31352 0.67546 -0.04069  C3 1.360, C4 1.528, C5 1.568
3 C -0.13779 -0.56993 0.26705  C2 1.360, C6 1.474, C7 1.484
4 C -0.70717 1.76028 0.30182  C2 1.528, B8 1.485, H17 1.101, H18 1.101
5 C 1.79915 1.17207 0.01791  C2 1.568, H10 1.086, H11 1.098, H16 1.186
6 C -1.57239 -0.59837 0.60656  C1 1.595, C3 1.474, B8 1.546, H19 1.141
7 C 0.79094 -1.71828 0.12460  C3 1.484, H9 1.003, H12 1.084, H14 1.009
8 B -1.89871 0.87451 0.26670  C1 1.541, C4 1.485, C6 1.546
9 H 1.28314 -1.74393 -0.74913  C7 1.003
10 H 2.13078 1.43006 1.01976  C5 1.086
11 H 2.42238 0.38799 -0.43254  C5 1.098
12 H 1.39376 -1.80066 1.02192  C7 1.084
13 H -3.73683 -0.50372 -0.16622  C1 1.159
14 H 0.27223 -2.57573 0.24073  C7 1.009
15 H -2.48247 -0.43558 -1.50997  C1 1.049
16 H 2.03202 2.18684 -0.54991  C5 1.186
17 H -0.32033 2.10904 1.27174  C4 1.101
18 H -0.43469 2.59452 -0.36338  C4 1.101
19 H -1.83866 -1.48426 1.27526  C6 1.141


[4]
Formula: C4H4ClNS
Source: the OMol25 dataset
Level of theory: ωB97M-V/def2-TZVPD

## Properties
**HOMO level (spin up / spin down)**: -9.6846 / -9.6838 eV
**Multiplicity**: 1
**ΔE to the lowest compared entry with this formula, charge and spin**: 119.0 kcal per mole

Each atom is followed by the atoms it is bonded to, with distances in Å.
Atoms and positions in Å:
1 Cl 0.23583 -0.16763 -3.61275  C6 1.760
2 S 0.94887 -1.32208 0.04889  C4 1.861, C5 1.643
3 N -0.45232 2.65955 1.18763  C7 1.147
4 C -0.26781 -1.33242 1.45686  S2 1.861, H8 1.169, H9 1.096, H11 1.055
5 C 0.53884 -0.04262 -0.89676  S2 1.643, C6 1.327
6 C 0.26780 0.59641 -2.02801  Cl1 1.760, C5 1.327, H10 1.133
7 C -0.19196 1.55013 1.05506  N3 1.147
8 H -0.37449 -0.17076 1.53371  C4 1.169
9 H 0.11429 -1.82648 2.35772  C4 1.096
10 H 0.37324 1.71515 -2.17124  C6 1.133
11 H -1.19230 -1.65925 1.06890  C4 1.055